Record 1
A structure of composition C10H17CdN, computed with the ωB97M-V functional and the def2-TZVPD basis.

XYZ file:
```
29
Properties=species:S:1:pos:R:3
Cd 1.34373 0.65172 -1.04582
C 1.43786 1.20233 -3.13029
H 0.82050 0.36524 -3.60515
H 1.10206 2.25797 -3.27017
H 2.49827 1.08236 -3.46498
H 2.87540 1.98658 -1.20553
H 2.93785 1.75942 -0.50595
C -1.95585 1.89983 -0.80629
N -1.03029 1.04194 -0.05646
C -0.65112 1.67554 1.23363
C -1.67284 -0.31860 0.20540
C -0.58906 -1.24159 0.66422
C -0.90983 -2.29545 1.56375
C 0.07452 -3.16587 2.04466
C 1.36525 -2.96232 1.59452
C 1.67362 -1.92069 0.68114
C 0.71933 -1.01654 0.21769
H -1.45153 2.85845 -0.99431
H -2.90520 2.06464 -0.26172
H -2.18988 1.38617 -1.74785
H 0.09957 1.06826 1.75298
H -0.25043 2.68440 1.03510
H -1.52284 1.76824 1.90752
H -2.43086 -0.19566 1.00365
H -2.12416 -0.69878 -0.73383
H -1.94516 -2.47611 1.88088
H -0.15716 -3.94073 2.78107
H 2.15530 -3.59789 1.98068
H 2.68295 -1.92286 0.28146
```

Results
Multiplicity: 1
HOMO: -8.1 eV
Net charge: 0
Frontier orbital gap: 9.0 eV

Mulliken atomic charge list, values in e, 4 entries:
1. Cd 0.25
2. C -1.26
3. H 0.25
4. H 0.29

---

Record 2
An isolated molecule of C10H17N, computed with the ωB97M-V functional and the def2-TZVPD basis.

XYZ file:
```
28
Properties=species:S:1:pos:R:3
C -1.63867 2.94224 -1.59431
C -0.45285 2.03272 -1.64196
C -1.10319 0.64018 -1.29246
C -0.19393 -0.58696 -1.29764
C 0.32076 -1.14274 -2.53006
N 0.72133 -1.67088 -3.51573
C 0.30778 -1.23484 -0.25234
C 0.17998 -0.79218 1.24632
C -1.12271 -1.39882 1.64845
C 1.36336 -1.16324 2.16523
C 2.66647 -0.93511 1.56309
H -2.28120 2.83551 -0.70157
H -2.20643 2.78887 -2.48946
H -1.29093 3.92525 -1.60624
H -0.17911 1.96205 -2.69463
H 0.42335 2.32626 -0.92554
H -2.07413 0.39124 -1.71060
H -1.46726 0.81782 -0.22531
H 0.93022 -2.09680 -0.38491
H 0.08002 0.30637 1.10349
H -0.97858 -2.47257 1.56230
H -1.98540 -1.16432 1.10304
H -1.44286 -1.09049 2.67829
H 1.19096 -2.12695 2.48244
H 1.31243 -0.44613 3.07130
H 2.46330 -0.15158 0.75908
H 3.03696 -1.88053 1.17324
H 3.42035 -0.61437 2.30646
```

Results
Multiplicity: 1
HOMO: -9.6 eV
Structure (SMILES): CCC/C(C#N)=C\[C@@H](C)CC
Net charge: 0
Frontier orbital gap: 10.3 eV

Mulliken atomic charge list, values in e, 4 entries:
1. C -1.32
2. C 0.01
3. C -1.00
4. C 0.64

---

Record 3
The ion C10H17N2O3 with charge +1, computed with the ωB97M-V functional and the def2-TZVPD basis.

XYZ file:
```
32
Properties=species:S:1:pos:R:3
C 0.31661 1.16162 -1.86193
C -0.75893 0.53552 -1.01722
N -0.32561 -0.75331 -0.35602
C 0.29788 -0.53338 0.94412
C -0.54210 0.19210 1.95197
C -0.27170 1.37537 2.39656
C -0.13634 2.49751 3.32755
C 0.28981 3.62475 2.33124
C 0.90665 2.25740 2.18036
N 2.31866 2.00352 2.34616
O 2.81411 0.98698 1.86592
O 2.95170 2.96267 2.72040
C 0.50683 -1.53918 -1.25647
C 0.19700 -3.09714 -1.08463
O -1.19857 -3.26643 -1.06060
H 0.36371 0.54126 -2.70841
H 0.11480 2.24870 -2.21305
H 1.28731 1.18900 -1.41236
H -1.60254 0.29044 -1.64189
H -0.96656 1.36846 -0.24974
H -1.16721 -1.41630 -0.30558
H 0.64561 -1.45208 1.32008
H 1.08896 0.14045 0.78721
H -1.54779 -0.21027 2.30022
H -0.32371 2.60410 4.39978
H -0.36046 4.04680 1.51854
H 0.89057 4.34946 2.81467
H 0.18082 -1.40719 -2.25106
H 1.59120 -1.31032 -1.20233
H 0.75152 -3.42366 -1.94956
H 0.52351 -3.71579 -0.19486
H -1.57513 -4.17098 -0.99361
```

Results
Multiplicity: 1
HOMO: -12.7 eV
Structure (SMILES): CC[N@H+](C/C=C1/[C@@H]2C[C@@]12[N+](=O)[O-])CCO
Net charge: +1
Frontier orbital gap: 9.4 eV

Mulliken atomic charge list, values in e, 4 entries:
1. C -1.32
2. C -0.12
3. N 0.24
4. C -0.60

---

Record 4
A structure of composition C10H17N2S, computed with the ωB97M-V functional and the def2-TZVPD basis.

XYZ file:
```
30
Properties=species:S:1:pos:R:3
C 1.44758 1.40975 -0.20042
C 1.32279 0.35976 -1.11116
C -0.40999 0.32756 0.19946
C -0.90834 -2.70981 -0.97522
C 0.75831 0.51461 3.37932
C 0.30341 -1.78030 -2.93667
C -2.04073 -0.99417 -2.43774
C 0.60571 2.04819 3.10136
C 0.01605 2.30261 1.66802
C -0.70371 -1.64286 -1.92578
N 0.42309 1.30526 0.65546
N 0.12673 -0.26643 -0.86612
S -1.58107 -2.53353 0.53878
H 2.16603 2.15892 -0.17281
H 1.96496 0.30107 -1.95089
H -1.30977 -0.03334 0.77452
H -0.59203 -3.76348 -1.15367
H -0.14317 -0.06101 3.52992
H 1.19574 0.50279 4.36536
H 1.49134 -0.02729 2.84306
H 0.34971 -0.85028 -3.62665
H 0.10617 -2.52069 -3.69826
H 1.28568 -1.88781 -2.58285
H -1.64175 -0.46650 -3.34720
H -2.38964 -0.43397 -1.54220
H -2.76467 -1.79356 -2.70139
H -0.09367 2.51890 3.88524
H 1.59294 2.40982 3.19195
H 0.49375 3.32679 1.50663
H -1.07144 2.27902 1.58996
```

Results
Multiplicity: 3
HOMO (spin up / spin down): -11.3 / -13.1 eV
<S²>: 2.0058
Net charge: +1
Frontier orbital gap (spin up / spin down): 8.6 / 6.9 eV

Mulliken atomic charge list, values in e, 4 entries:
1. C -0.40
2. C -0.58
3. C -0.27
4. C -0.37

---

Record 5
A cluster of 2 separate species, C10H17N2Si in total, computed with the ωB97M-V functional and the def2-TZVPD basis.

XYZ file:
```
30
Properties=species:S:1:pos:R:3
C 4.57218 -1.01541 0.52114
C 3.49895 -1.89368 0.77935
C 4.35992 0.14515 -0.13243
C 2.24814 -1.59480 0.28363
C 3.04692 0.43071 -0.68245
C 1.97974 -0.46597 -0.46560
C -1.36283 -0.62386 0.01619
C -2.47196 0.69591 1.56273
C -3.16392 -1.66226 1.19011
C -1.83599 3.40391 -1.73695
N -2.32655 -0.57651 0.87230
N -0.89923 -1.50695 -0.89537
Si 0.17900 -0.15248 -0.99962
H 5.59592 -1.37925 0.81009
H 3.71214 -2.74249 1.38937
H 5.10323 0.86728 -0.16510
H 1.47975 -2.38645 0.38695
H 2.75138 1.19113 -1.45846
H -1.18785 3.41068 -2.58376
H -3.13924 0.45873 2.32875
H -1.54834 0.99488 1.96528
H -2.92903 1.29766 0.70177
H -4.14403 -1.28541 1.29535
H -3.04157 -2.42782 0.50534
H -2.93774 -1.90258 2.23668
H -2.81787 3.81282 -2.11805
H -1.86088 2.54764 -1.01074
H -1.62791 4.34938 -1.26389
H -1.07555 -2.48200 -1.11593
H -0.15677 0.49203 -2.21668
```

Results
Multiplicity: 1
HOMO: -12.5 eV
Net charge: +1
Frontier orbital gap: 9.2 eV

Mulliken atomic charge list, values in e, 4 entries:
1. C -0.27
2. C -0.65
3. C -0.69
4. C -0.09

---

Record 6
A structure of composition C10H17N3O5SW, computed with the ωB97M-V functional and the def2-TZVPD basis.

XYZ file:
```
37
Properties=species:S:1:pos:R:3
W -0.19261 -0.15873 -0.47052
O -1.69226 -1.15045 -1.37213
C -2.98304 -0.38451 -1.50079
C -2.60034 0.79151 -2.36437
N -1.40131 1.47677 -1.72550
C -1.85148 2.61929 -0.87254
C -0.98822 2.88468 0.33066
O -0.61196 3.64611 1.06419
O -0.41363 1.17143 0.64581
C -0.47982 2.03547 -2.77423
C 0.45195 1.02341 -3.37197
O 0.94091 0.64301 -4.30732
O 0.86305 0.01772 -1.87043
H -1.61924 -1.99017 -1.87540
H -3.24625 -0.13886 -0.47075
H -3.75662 -1.03798 -1.90395
H -3.43857 1.48543 -2.47160
H -2.31042 0.46377 -3.36352
H -2.86244 2.44926 -0.48976
H -1.86139 3.56249 -1.43209
H 0.15645 2.81575 -2.34537
H -1.04501 2.46236 -3.61132
C 2.48922 -0.68361 0.72269
N 2.17496 -1.35284 1.92865
C 2.97010 -1.40570 3.20350
C 2.19368 -2.45318 4.02670
N 0.93074 -2.60302 3.24183
C 1.03588 -2.00934 2.09525
S -0.22582 -2.11347 0.84236
H 3.38148 -0.05817 0.80260
H 1.69678 0.15008 0.55130
H 2.56555 -1.33000 -0.15037
H 2.97881 -0.42029 3.66747
H 3.98353 -1.72712 2.97514
H 1.94286 -2.10504 5.02580
H 2.68967 -3.42140 4.07374
H 0.13478 -3.15469 3.54622
```

Results
Multiplicity: 1
HOMO: -22.4 eV
Net charge: +4
Frontier orbital gap: 5.8 eV

Mulliken atomic charge list, values in e, 4 entries:
1. W 1.44
2. O -0.40
3. C -0.33
4. C -0.76

---

Record 7
A cluster of 2 separate species, C10H17N4O in total, computed with the ωB97M-V functional and the def2-TZVPD basis.

XYZ file:
```
32
Properties=species:S:1:pos:R:3
C 1.94629 -0.54195 1.36818
C 3.11820 0.14597 1.33165
C 2.15685 2.17185 1.91623
C -2.33898 -0.86583 2.56511
C 0.95085 1.42259 2.43156
C -1.84660 -2.20572 1.90014
C 0.80998 0.11136 1.83157
C 0.60833 -1.08117 -1.76490
C -0.64057 0.86091 -2.92555
C -0.26988 0.11326 -1.67742
N 3.13617 1.52480 1.42360
N -1.39297 -0.02365 2.49622
N -0.30641 -0.57308 1.97694
N 0.39628 0.99402 -0.59344
O -0.49193 -1.92522 1.62356
H 1.71355 -1.55206 1.06673
H 4.12589 -0.26010 1.01515
H 2.25454 3.28756 1.92661
H -3.39698 -0.61319 2.79572
H 1.26315 1.28148 3.45756
H 0.04473 1.92879 2.41566
H -1.81360 -3.03750 2.74425
H -2.40936 -2.40363 1.05741
H 1.57990 -0.92030 -2.16221
H 0.58313 -1.41656 -0.75088
H 0.15948 -1.80336 -2.39467
H 0.20057 0.91322 -3.52331
H -0.96305 1.92329 -2.80562
H -1.35666 0.23461 -3.34314
H -1.30937 -0.18026 -1.14704
H -0.16462 1.74809 -0.42677
H 1.41740 1.31045 -0.66504
```

Results
Multiplicity: 1
HOMO: -12.5 eV
Net charge: +1
Frontier orbital gap: 7.8 eV

Mulliken atomic charge list, values in e, 4 entries:
1. C -0.41
2. C -0.56
3. C -0.24
4. C -0.15

---

Record 8
A cluster of 2 separate species, C10H17NO4 in total, computed with the ωB97M-V functional and the def2-TZVPD basis.

XYZ file:
```
32
Properties=species:S:1:pos:R:3
C 2.35039 -0.05068 -0.46266
C 2.47231 1.30730 -0.45572
C -0.30777 -1.19259 0.61689
C 1.08161 0.01448 -2.56415
C 0.97460 1.55291 -2.45034
C 1.68469 -0.70893 -1.48372
C 2.20599 2.05834 -1.68601
C -3.75900 -0.55211 1.57919
C -1.12578 -0.91052 3.60107
C -1.58978 -1.61537 1.39449
N -0.28180 -1.11878 -0.65603
O -1.06439 -1.20416 -1.56051
O 2.38191 3.42177 -1.42156
O -2.41086 -0.49783 1.40853
O -1.23742 -2.03719 2.72423
H 2.74220 -0.78953 0.33307
H 2.92967 1.81593 0.30465
H 0.55637 -1.00258 1.11671
H 0.18501 -0.37268 -2.82495
H 1.78851 -0.06944 -3.36129
H 0.99459 2.14122 -3.40976
H 0.05055 1.67585 -1.94411
H 1.85699 -1.80439 -1.77672
H 3.12782 1.69874 -2.35127
H -3.99265 -1.08575 2.55071
H -4.43862 -1.09923 0.77315
H -4.11560 0.60097 1.65582
H -2.11402 -0.59921 4.06598
H -0.69462 -0.10914 3.02223
H -0.28663 -1.03671 4.38872
H -2.13179 -2.50478 0.98149
H 2.16753 4.07411 -2.10812
```

Results
Multiplicity: 1
HOMO (spin up / spin down): -7.6 / -7.8 eV
Net charge: 0
Frontier orbital gap (spin up / spin down): 7.3 / 7.6 eV

Mulliken atomic charge list, values in e, 4 entries:
1. C -0.58
2. C -0.78
3. C -0.53
4. C -1.25

---

In order of appearance, max |F| = 0.0511 0.0850 0.0845 0.0774 0.0702 0.0275 0.1014 0.0946 hartree/bohr.